Entry 1:
{"formula": "C22H16Cl2F3NO3S", "method": "the ωB97M-V functional and the def2-TZVPD basis", "symbols": ["N", "F", "C", "C", "C", "F", "C", "C", "C", "C", "H", "Cl", "C", "C", "H", "C", "H", "H", "H", "C", "H", "C", "H", "C", "S", "C", "C", "C", "C", "H", "H", "C", "O", "O", "H", "C", "C", "H", "H", "H", "H", "F", "C", "H", "Cl", "O", "C", "H"], "xyz": [[0.31518, 0.19387, 0.16896], [-1.58046, -1.10102, -5.09292], [-1.81424, -2.41269, -4.90010], [1.56923, -0.14577, 0.80451], [2.57548, -0.60085, -0.22847], [-0.99164, -3.14083, -5.73566], [-1.09794, -3.13391, -0.70057], [-4.35059, 0.37802, -0.45842], [-0.37237, -3.35396, -3.01487], [2.68955, 2.17209, 0.98859], [4.30253, 6.15890, 3.81570], [-6.03639, -0.13083, -0.54156], [-0.16727, -3.59605, -1.65186], [3.36416, 4.55207, 3.84874], [0.35486, -3.73459, -3.74081], [-2.27692, -2.48539, -1.08685], [0.70399, -4.18057, -1.34634], [-4.26049, -2.39903, -0.34674], [1.24452, 0.33865, 3.40199], [-0.91729, -0.21315, 0.63742], [2.90884, 2.19601, -0.07613], [2.91016, 3.33586, 3.09194], [0.30500, 1.06180, -0.38448], [2.03289, 1.11286, 1.57177], [-3.92792, 2.06743, -0.62326], [3.16410, 3.21349, 1.69586], [2.19226, 2.27339, 3.71041], [-2.29528, 1.74178, -0.15053], [-3.27761, -0.43347, -0.14357], [1.42483, -0.97488, 1.52779], [-0.89580, -3.39089, 0.36807], [1.77839, 1.16470, 2.93497], [4.04563, 5.53277, 3.14434], [3.07080, 4.69089, 5.03418], [3.56831, -0.52325, 0.17198], [-1.48677, -2.62016, -3.40358], [-3.27178, -1.95409, -0.10539], [3.66664, 4.02921, 1.17896], [2.01140, 2.28743, 4.79348], [-3.02288, -2.27345, 0.90454], [2.37618, -1.62035, -0.54839], [-3.10738, -2.79194, -5.08918], [-2.42761, -2.18794, -2.45021], [-3.30120, -1.60512, -2.70185], [-1.14140, 3.01577, 0.07041], [-0.94211, -0.97723, 1.59852], [-2.09612, 0.38566, 0.11802], [2.48456, 0.07876, -1.05940]], "forces_ev_per_angstrom": [[-1.5700, 0.5063, -1.0274], [-0.8665, -0.2234, -1.3674], [1.2061, -0.8840, 2.4498], [0.3398, 0.3623, 0.9034], [-0.3933, 0.1668, 0.0130], [-1.3282, 1.0289, 0.7106], [0.5118, -1.1144, 0.4862], [0.3351, -0.5420, 0.2395], [0.2780, 0.0224, 0.4037], [0.2351, -0.7620, -1.7753], [0.1460, 0.6349, 0.4982], [1.1395, 0.3948, -0.2606], [-0.5337, 0.3029, -0.0245], [-0.9021, 0.1713, 1.5903], [-0.4571, 0.2054, 0.1999], [1.4962, 0.2439, -0.8978], [-0.2969, 0.2859, 0.0322], [0.3733, 0.6581, 0.1575], [0.1313, 0.1972, 0.0071], [3.7600, -0.3683, 2.2291], [-0.1331, -0.3020, 0.0078], [0.0022, -0.7210, -1.0596], [0.1948, -0.8687, 0.2415], [-0.4120, -1.3364, 0.6678], [0.0731, -0.4960, 0.3648], [0.0398, 2.0736, 1.9796], [0.5151, 0.3324, -0.3670], [-0.0718, -1.5976, 0.3923], [-0.7725, 1.1014, 0.0505], [-0.3169, 0.7389, -0.3696], [-0.3713, 0.4688, -0.9652], [0.2419, 0.8653, 0.7108], [-0.8476, -2.0180, 0.1329], [0.8824, 0.0815, -1.8728], [0.5708, -0.1084, 0.1532], [-0.7040, -0.8611, -0.3004], [-0.6790, 0.0943, 0.3506], [0.0218, -0.1949, 0.1921], [0.0283, 0.1331, -0.5818], [0.0984, -0.0581, 0.0206], [-0.0514, 0.0156, -0.1306], [1.0697, 0.8974, -0.8911], [0.5238, -0.3932, 0.3020], [-0.0948, -0.0263, -0.4823], [-0.5403, -0.2434, -0.1519], [-0.7606, -0.3802, -0.4312], [-2.3565, 1.4639, -1.8912], [0.2451, 0.0521, -0.6392]], "energy_ha": -2746.6417, "lumo_ev": 0.016, "homo_ev": -9.131, "spin_multiplicity": 1, "smiles": "C[C@H](NC(=O)c1c(Cl)sc(Cl)c1Cc1cccc(C(F)(F)F)c1)c1ccc(C(=O)O)cc1"}

---

Entry 2:
{"formula": "C22H16FN4O6Ru", "method": "the ωB97M-V functional and the def2-TZVPD basis", "symbols": ["N", "C", "H", "N", "H", "C", "O", "C", "H", "H", "H", "O", "C", "C", "H", "C", "Ru", "H", "C", "C", "O", "C", "C", "O", "O", "C", "H", "H", "H", "C", "C", "C", "C", "H", "N", "H", "H", "C", "C", "F", "C", "C", "H", "H", "C", "H", "C", "O", "C", "N"], "xyz": [[-1.41080, 1.17344, -1.15124], [5.34096, 0.40458, -0.22222], [4.12213, -1.58459, 2.97609], [-1.51620, 0.48000, -2.36140], [4.09714, -1.21399, -0.85551], [-1.53269, -0.93750, 2.32496], [-0.29337, 1.77697, 1.16437], [4.43692, 0.33982, 4.84162], [-2.32848, 0.66865, -2.92969], [1.78326, -1.00058, -1.57238], [0.27299, -2.98397, 0.31664], [0.02297, 2.94800, 3.04178], [4.14314, -0.15258, -0.64032], [-2.45328, -4.24125, 3.79191], [-1.08186, 2.11860, -1.30314], [2.99096, 0.62054, -0.77848], [0.09773, 0.12845, 0.19560], [-1.76670, 0.10561, 2.49633], [-0.65788, -1.32564, 1.30747], [4.25791, 2.56418, -0.07419], [-0.53119, -1.24011, -1.25563], [-1.83385, -3.24277, 2.94879], [3.34806, -0.83564, 2.87015], [5.39528, -0.44686, 4.70036], [-1.51049, -1.60721, -3.24413], [-0.37380, -2.67508, 1.12662], [-2.26132, 1.19820, -0.59473], [2.36774, -1.71947, 1.15771], [-0.73745, -4.68208, 1.79474], [3.35328, 0.22836, 3.75968], [1.43904, 1.06447, 2.58459], [-2.12180, -1.89649, 3.13685], [2.34310, 1.17737, 3.61369], [2.28737, 2.00062, 4.31395], [1.48163, 0.04308, 1.70125], [6.23642, -0.18638, -0.08875], [1.12171, 0.62980, -1.87382], [5.37022, 1.75672, 0.05671], [2.40308, -0.90516, 1.86800], [6.52802, 2.31112, 0.46078], [1.70384, 0.00859, -1.18300], [3.07318, 1.98426, -0.50135], [4.32827, 3.61605, 0.16601], [-2.79993, -1.59595, 3.92529], [0.34396, 2.03703, 2.32918], [2.18861, 2.60577, -0.59641], [-1.18508, -0.90235, -2.30835], [4.23433, 1.22224, 5.69696], [-0.95405, -3.63198, 1.94082], [-2.94852, -5.03358, 4.46230]], "forces_ev_per_angstrom": [[0.1801, -0.5163, 0.0959], [-0.0563, 0.0461, 0.0113], [-0.0212, -0.0158, -0.0276], [-0.1562, 0.0834, -0.2522], [-0.0011, 0.0070, 0.0014], [0.0046, -0.1422, -0.0134], [0.8987, -0.0067, 0.7573], [0.5823, 0.2389, 0.4221], [-0.0373, 0.0311, 0.0367], [0.0227, -0.0022, -0.0360], [0.0185, 0.0174, 0.0047], [0.1794, 0.0378, 0.1911], [0.0604, -0.0120, -0.0051], [0.1379, 0.2324, -0.1496], [0.0311, 0.0409, 0.1095], [-0.1520, -0.0714, -0.0899], [-1.0177, 1.6867, -0.4964], [0.0295, 0.0213, 0.0003], [0.0364, -0.1882, 0.1242], [-0.0588, -0.0698, -0.0243], [0.1482, -0.9037, -0.3241], [-0.1392, -0.2675, 0.1806], [0.2293, -0.0512, 0.0883], [-0.3035, 0.0026, -0.0701], [-0.0770, 0.0697, 0.0633], [-0.0803, -0.0951, 0.0165], [-0.1036, 0.0472, -0.0991], [0.0337, -0.0257, 0.0057], [0.0050, 0.0038, -0.0005], [-0.3609, -0.1306, -0.3386], [0.1406, -0.3144, -0.1716], [-0.0377, 0.1103, 0.0233], [0.1005, 0.1379, 0.2735], [-0.0217, 0.0144, -0.0321], [0.3936, -0.2842, 0.1272], [-0.0086, -0.0130, -0.0159], [0.3249, 0.0175, -0.2791], [0.0277, -0.0136, -0.0047], [-0.1252, 0.0762, 0.0125], [0.0436, 0.0222, 0.0143], [-0.4429, 0.1637, 0.6762], [0.0560, 0.1119, 0.1116], [-0.0071, 0.0010, -0.0106], [0.0059, -0.0135, -0.0053], [-0.6361, 0.0483, -0.7979], [-0.0102, -0.0207, -0.0062], [0.2830, -0.0151, 0.1633], [-0.1410, -0.1383, -0.1900], [0.0296, 0.0471, -0.0569], [-0.0073, -0.0054, -0.0136]], "energy_ha": -1713.2804, "charge": -1, "relative_energy_kcal_mol": 15.84, "lumo_ev": 1.230, "homo_ev": -5.681, "spin_multiplicity": 1}

---

Entry 3:
{"formula": "C22H16IPRhS4", "method": "the ωB97M-V functional and the def2-TZVPD basis", "symbols": ["C", "H", "S", "C", "I", "C", "H", "C", "C", "Rh", "C", "C", "P", "H", "C", "C", "C", "C", "C", "H", "H", "C", "H", "H", "H", "H", "H", "C", "C", "H", "C", "H", "S", "C", "C", "C", "C", "H", "H", "C", "S", "H", "H", "C", "S"], "xyz": [[-0.67439, 1.06606, -1.67000], [5.39486, -0.73153, 3.23294], [-1.00692, 4.92851, 3.29038], [3.33292, -1.29075, 0.58190], [0.84400, 1.35427, 3.16532], [-1.75528, -0.79460, 0.31609], [-2.26198, -3.94346, 1.44715], [-0.91288, 2.15800, -4.21066], [-3.81353, -2.54194, 0.97257], [-1.08608, 2.16241, 1.45326], [-1.63131, 1.01939, -3.87611], [-0.07395, 2.75387, -3.27790], [-0.46219, 0.42873, 0.00878], [0.69782, 2.68482, -1.28306], [2.29836, 0.17580, 2.18742], [-3.08862, -0.38543, 0.20568], [-4.11117, -1.26004, 0.52399], [1.19609, -1.25512, -1.16174], [3.41950, 0.08615, 2.97099], [-2.28272, 0.55421, -4.60360], [0.37583, -1.23999, -1.86809], [4.52800, -0.68363, 2.59006], [-3.32678, 0.61491, -0.14069], [0.48645, 3.64122, -3.53928], [-0.43499, -2.40311, 0.86792], [2.31695, -2.63640, -2.37967], [-1.00692, 2.58348, -5.20067], [2.30473, -2.05240, -1.47060], [2.19414, -0.49584, 0.92890], [-4.61393, -3.22360, 1.22664], [-1.51422, 0.46934, -2.60800], [3.46085, 0.61431, 3.91423], [-2.33576, 3.60745, 4.20522], [4.47416, -1.36363, 1.41518], [0.04212, 2.21424, -2.00880], [-1.46246, -2.07744, 0.76970], [-2.49366, -2.94703, 1.09611], [5.30200, -1.97926, 1.08945], [-2.07198, -0.42281, -2.35385], [3.35813, -2.05186, -0.61161], [-2.94535, 2.25176, 2.87227], [4.24365, -2.63879, -0.81818], [-5.14040, -0.94251, 0.42569], [1.11167, -0.48815, -0.01906], [-0.87475, 4.48037, 1.34375]], "forces_ev_per_angstrom": [[-0.0471, -0.0527, -0.0236], [0.0134, 0.0011, 0.0077], [0.0274, 0.0245, -0.0445], [0.0395, -0.0368, -0.0140], [0.0553, -0.1195, 0.0531], [0.0228, -0.0293, 0.0382], [-0.0025, -0.0053, 0.0014], [-0.0020, -0.0001, -0.0051], [0.0024, 0.0021, -0.0020], [0.0389, 0.1090, -0.1076], [0.0004, -0.0040, 0.0051], [0.0044, 0.0196, -0.0317], [-0.0406, 0.0191, 0.0244], [-0.0052, -0.0129, 0.0077], [0.0910, -0.0054, -0.0232], [0.0015, 0.0093, -0.0143], [-0.0169, -0.0171, 0.0072], [0.0049, 0.0318, 0.0108], [-0.0753, 0.0745, 0.0440], [-0.0037, 0.0030, -0.0044], [-0.0004, -0.0024, -0.0036], [0.0011, -0.0545, -0.0887], [0.0113, 0.0007, -0.0079], [0.0001, 0.0049, -0.0024], [-0.0001, 0.0086, -0.0019], [0.0016, -0.0088, -0.0072], [-0.0005, 0.0026, -0.0019], [0.0656, -0.0026, 0.0517], [-0.0942, 0.0141, 0.0129], [-0.0036, -0.0032, 0.0004], [0.0326, 0.0280, 0.0165], [-0.0125, 0.0072, 0.0000], [-0.0222, -0.0470, -0.0245], [-0.0120, 0.0383, 0.0465], [0.0044, 0.0151, -0.0003], [0.0022, -0.0005, -0.0086], [-0.0169, -0.0120, 0.0065], [0.0171, -0.0045, 0.0092], [-0.0173, -0.0074, 0.0078], [-0.0487, 0.0197, -0.0044], [-0.0592, -0.0079, 0.0764], [0.0085, -0.0070, -0.0098], [-0.0077, -0.0028, 0.0014], [0.0148, -0.0112, -0.0373], [0.0272, 0.0217, 0.0402]], "energy_ha": -3190.0705, "charge": 1, "s_squared": 6.02, "relative_energy_kcal_mol": 0.00, "lumo_ev": [-2.967, -5.161], "homo_ev": [-10.899, -11.422], "spin_multiplicity": 5}